Entry 1:
7 unconnected molecules or ions with the total composition C17H55N6O5 in a non-equilibrium geometry. Source: OMol25; level of theory: wB97M-V/def2-TZVPD.

Cartesian coordinates (Å):
N  -1.99093  3.10064  -1.13912
H  -1.55738  4.01262  -1.15942
H  -1.28003  2.38540  -1.19540
H  -2.60434  3.03572  -1.93889
H  -2.59019  2.98473  -0.33441
N  2.54657  3.52639  0.01547
H  3.53693  3.50254  -0.18128
H  2.04900  2.72468  -0.34481
H  2.15466  4.42952  -0.21005
H  2.30241  3.37997  0.98451
C  0.63103  -1.29178  -1.80830
O  0.92830  0.07856  -1.54089
H  -0.25400  -1.63435  -1.27215
H  0.31783  -1.49276  -2.83281
H  1.44302  -1.95562  -1.51149
C  5.53519  -0.56425  -4.64404
C  6.19330  0.05324  -3.39756
C  7.54561  0.92690  -3.74241
O  8.32811  1.45678  -2.71754
C  9.01979  0.52933  -1.90145
N  5.32186  0.96716  -2.67809
H  4.56260  -0.99886  -4.41322
H  6.20640  -1.34805  -4.99510
H  5.47060  0.22569  -5.39231
H  6.34557  -0.73963  -2.66525
H  7.25457  1.83403  -4.27204
H  8.29104  0.42096  -4.35596
H  8.37100  -0.25691  -1.51547
H  9.47248  1.11356  -1.10030
H  9.81022  0.05985  -2.48705
H  4.51130  0.44045  -2.38538
H  5.06283  1.67913  -3.34599
C  -2.71617  4.28960  -5.68660
C  -3.53033  3.00349  -5.59225
C  -2.82368  1.66782  -5.78101
O  -2.14636  1.33248  -6.94913
C  -0.69863  1.21276  -6.88516
N  -4.22372  3.17868  -4.32434
H  -2.41295  4.36964  -6.73051
H  -1.84091  4.18008  -5.04626
H  -3.31539  5.18344  -5.51313
H  -4.24007  3.01680  -6.41941
H  -3.61038  0.91400  -5.75003
H  -2.17055  1.51763  -4.92138
H  -0.27602  0.41055  -6.28019
H  -0.16525  2.08256  -6.50166
H  -0.36502  1.04931  -7.90989
H  -5.15436  2.80306  -4.43794
H  -4.37517  4.16614  -4.17566
C  -1.21870  -1.18947  7.09233
C  0.07599  -0.27680  7.17503
C  0.80155  -0.11656  5.81933
O  0.97991  -1.29005  5.12335
C  1.59758  -1.02840  3.91830
N  -0.37532  0.92956  7.76765
H  -1.87992  -0.96336  6.25581
H  -1.90094  -1.04558  7.93015
H  -0.95207  -2.24452  7.03002
H  0.78137  -0.60474  7.93858
H  1.76110  0.34681  6.04881
H  0.17477  0.52122  5.19603
H  2.38979  -0.29375  4.06258
H  0.83817  -0.68262  3.21700
H  1.97095  -2.00371  3.60609
H  0.03694  1.71414  7.28332
H  -1.34141  1.01589  7.48602
C  -6.11494  -4.13123  5.40083
C  -5.58646  -4.90796  4.22527
C  -4.30868  -4.25480  3.45824
O  -4.82405  -3.08228  2.75844
C  -3.74661  -2.21964  2.33620
N  -5.32973  -6.30708  4.53567
H  -5.47469  -4.48400  6.20937
H  -7.07969  -4.42995  5.81086
H  -6.14640  -3.05569  5.22671
H  -6.31994  -4.88681  3.41925
H  -3.91770  -5.02726  2.79602
H  -3.59088  -3.97318  4.22867
H  -4.20165  -1.39856  1.78224
H  -2.93627  -2.68564  1.77559
H  -3.32929  -1.77177  3.23807
H  -4.79087  -6.71152  3.78323
H  -4.91197  -6.42406  5.44774

Computed properties:
- E_tot (eV) = -37683.7130
- frontier orbital gap (eV) = 4.0
- total charge = +1

Atom charges from the Löwdin analysis, given in e for atoms 1 to 2: number 1, N, carries 0.34; number 2, H, carries 0.14

---

Entry 2:
A gas-phase ion, C6H10N5 (charge +1) in a non-equilibrium geometry. Source: OMol25; level of theory: wB97M-V/def2-TZVPD.

Cartesian coordinates (Å):
C  -3.18799  -0.05006  0.32842
C  0.14542  1.04227  -0.11813
C  1.82439  -0.43140  0.03064
C  -0.35040  -1.12239  -0.30942
C  -0.23726  2.41041  -0.44469
C  3.30683  -0.78506  0.40001
N  -2.06121  0.63664  0.09929
N  1.42713  0.75909  -0.08348
N  -3.42609  -1.26928  0.10789
N  -0.87653  0.10882  -0.06389
N  0.97957  -1.40050  -0.29471
H  -3.85014  0.56251  0.84620
H  -0.91256  -1.98535  -0.68954
H  0.00123  2.93933  0.46365
H  -1.24868  2.40484  -0.66765
H  0.42943  2.87367  -1.26267
H  3.83092  -1.33767  -0.45890
H  3.43093  -1.49110  1.14374
H  3.84643  0.20433  0.66369
H  -4.27739  -1.59436  0.49200
H  1.20597  -2.47476  -0.18244

Computed properties:
- E_tot (eV) = -13824.3551
- frontier orbital gap (alpha / beta) (eV) = 7.5 / 7.5
- total charge = +1
- energy above the lowest of the compared OMol25 structures with the same formula, charge and spin (kJ/mol) = 353.9

Atom charges from the Löwdin analysis, given in e for atoms 1 to 2: number 1, C, carries -0.31; number 2, C, carries -0.20

---

Entry 3:
A single C4H9NO molecule. Source: OMol25; level of theory: wB97M-V/def2-TZVPD.

Cartesian coordinates (Å):
C  2.18500  0.56670  0.00483
O  0.78694  0.51328  0.08436
C  0.31302  -0.80840  0.35289
C  -1.16650  -0.92369  0.46730
C  -1.88541  0.33689  0.65127
N  -1.78792  -0.01192  -0.77852
H  2.56716  0.01977  -0.87318
H  2.65017  0.13433  0.90488
H  2.47557  1.61775  -0.07348
H  0.74060  -1.18096  1.29674
H  0.66878  -1.48031  -0.44914
H  -2.27140  -0.79733  -1.16813
H  -1.34748  1.27294  0.81845
H  -2.90219  0.34859  1.04273
H  -1.09116  0.48424  -1.32030

Computed properties:
- E_tot (eV) = -7827.5331
- frontier orbital gap (eV) = 8.6
- energy above the lowest of the compared OMol25 structures with the same formula, charge and spin (kJ/mol) = 461.9

Atom charges from the Löwdin analysis, given in e for atoms 1 to 2: number 1, C, carries -0.13; number 2, O, carries -0.23

---

Entry 4:
A gas-phase ion, C4H7N (charge +1). Source: OMol25; level of theory: wB97M-V/def2-TZVPD.

Cartesian coordinates (Å):
N  -0.17466  -2.22196  -0.42339
C  -0.05917  -1.01173  0.06390
C  0.37849  0.09162  -0.67532
C  0.28724  1.41397  -0.21707
C  -0.13530  1.84692  1.01421
H  -0.72091  -2.93264  0.04221
H  0.04375  -2.37250  -1.40085
H  -0.21596  -0.93712  1.13154
H  0.72989  -0.09059  -1.68475
H  0.47660  2.20566  -0.92695
H  -0.24036  2.88553  1.29248
H  -0.36960  1.12284  1.78399

Computed properties:
- E_tot (eV) = -5743.1134
- frontier orbital gap (alpha / beta) (eV) = 9.1 / 9.0
- 2S+1 = 2
- ⟨S²⟩ = 0.78
- total charge = +1
- energy above the lowest of the compared OMol25 structures with the same formula, charge and spin (kJ/mol) = 0.0

Atom charges from the Löwdin analysis, given in e for atoms 1 to 2: number 1, N, carries 0.21; number 2, C, carries -0.08

---

Entry 5:
2 unconnected molecules or ions with the total composition C4H17N4 in a non-equilibrium geometry. Source: OMol25; level of theory: wB97M-V/def2-TZVPD.

Cartesian coordinates (Å):
C  -1.77321  1.26247  0.27597
N  -2.89551  2.13261  -0.21475
C  -2.31544  -0.14789  0.51114
N  -1.31164  -0.85045  1.39666
H  -1.50705  1.68925  1.25590
H  -0.87481  1.23526  -0.38087
H  -2.52833  3.08352  -0.20906
H  -3.03977  1.92563  -1.21082
H  -2.38176  -0.61916  -0.48354
H  -3.26862  -0.17047  1.04613
H  -1.60313  -1.76751  1.70838
H  -0.37554  -0.96069  0.95409
H  -1.24886  -0.24627  2.23420
N  2.93043  0.61096  -1.83183
C  2.09380  0.26568  -0.64916
C  1.70666  -1.23444  -0.68453
N  1.17407  -1.67645  0.59031
H  3.79138  0.00746  -1.73595
H  3.26492  1.61137  -1.78875
H  1.20360  0.91538  -0.63898
H  2.60208  0.33412  0.32163
H  0.97491  -1.34348  -1.48908
H  2.57331  -1.85537  -0.97828
H  0.96877  -2.68632  0.60230
H  1.83977  -1.51521  1.39889

Computed properties:
- E_tot (eV) = -10377.6176
- frontier orbital gap (eV) = 9.5
- total charge = +1
- energy above the lowest of the compared OMol25 structures with the same formula, charge and spin (kJ/mol) = 53.7

Atom charges from the Löwdin analysis, given in e for atoms 1 to 2: number 1, C, carries -0.27; number 2, N, carries 0.01

---

Entry 6:
A molecular structure, C18H37CeOP3S in a non-equilibrium geometry. Source: OMol25; level of theory: wB97M-V/def2-TZVPD.

Cartesian coordinates (Å):
Ce  0.56670  -1.82504  0.31628
P  2.21035  0.43602  1.40813
P  -1.15260  -0.61615  2.32898
P  -1.40926  2.77258  -1.97213
H  2.36056  -3.01840  -3.57540
C  1.57823  -2.28963  -3.35285
C  2.06961  -0.85646  -3.22449
H  2.88488  -0.74657  -2.50345
C  3.69805  -0.17789  2.29858
C  1.68763  1.69773  2.65387
C  3.05110  1.59408  0.24344
C  -2.76987  -1.44556  2.09024
C  -0.70176  -1.25758  3.99707
C  -1.73659  1.04613  2.81211
C  -1.94729  4.11277  -3.03235
C  -0.49487  3.31607  -0.52892
C  -2.80488  1.78372  -1.40706
H  0.80281  -2.36639  -4.12302
H  2.34892  -0.39389  -4.17190
H  4.21651  -0.91716  1.67576
H  3.41820  -0.64337  3.25131
H  4.36482  0.67826  2.48443
H  1.20338  1.21350  3.51253
H  0.98663  2.41390  2.20026
H  2.57174  2.25015  3.01368
H  3.29067  1.06609  -0.68856
H  3.97922  1.96051  0.71030
H  2.40354  2.45016  0.00743
H  -3.46248  -1.08947  2.86578
H  -2.66394  -2.53574  2.16382
H  -3.16920  -1.19496  1.09797
H  -1.47365  -0.92171  4.70696
H  0.27595  -0.86484  4.30713
H  -0.65702  -2.35462  3.99493
H  -2.45245  0.92991  3.63869
H  -2.24158  1.53656  1.97020
H  -0.91234  1.68680  3.14496
H  -2.95672  4.43604  -2.75284
H  -1.95066  3.75475  -4.07026
H  -1.24118  4.94697  -2.94871
H  -0.82988  4.32104  -0.24306
H  0.57504  3.34408  -0.76212
H  -0.65266  2.62416  0.30926
H  -3.74962  2.26038  -1.70875
H  -2.77747  1.66884  -0.31182
H  -2.75554  0.78501  -1.85536
C  -0.08553  -1.31583  -1.95255
C  -1.46827  -1.55974  -2.08191
C  -1.98925  -2.83883  -1.93125
C  -1.14833  -3.94111  -1.67880
C  0.22238  -3.82983  -1.70630
C  0.89217  -2.52020  -1.99043
S  0.68541  0.15816  -2.61107
H  -0.56895  1.95019  -2.76279
H  -2.10394  -0.73457  -2.38949
H  -3.05229  -3.00589  -2.09586
H  -1.61646  -4.91747  -1.52651
H  0.87352  -4.69705  -1.75542
H  1.82106  -2.39112  -1.31588
O  2.21755  -3.15870  3.40429
C  1.73989  -2.76875  2.42289

Computed properties:
- E_tot (eV) = -72916.6675
- frontier orbital gap (alpha / beta) (eV) = 5.8 / 5.8
- 2S+1 = 2
- ⟨S²⟩ = 0.75
- total charge = +3
- energy above the lowest of the compared OMol25 structures with the same formula, charge and spin (kJ/mol) = 0.0

Atom charges from the Löwdin analysis, given in e for atoms 1 to 2: number 1, Ce, carries 0.95; number 2, P, carries 0.75

---

Entry 7:
A single C7H7FN2 molecule in a non-equilibrium geometry. Source: OMol25; level of theory: wB97M-V/def2-TZVPD.

Cartesian coordinates (Å):
C  -1.93367  -0.67901  -0.75256
C  -1.01957  -1.54604  -1.41295
C  -1.54057  0.40811  0.05830
C  0.37634  -1.32346  -1.23382
C  -0.21727  0.53398  0.30641
C  0.72704  -0.29699  -0.36057
C  0.39011  1.50410  1.32620
N  1.92587  0.27047  -0.40877
N  1.80211  1.38643  1.32099
F  2.07078  0.39767  2.33313
H  -2.96613  -0.85138  -0.82054
H  -1.38149  -2.53501  -1.87702
H  -2.36731  1.01712  0.59746
H  1.12465  -1.95637  -1.79879
H  0.16845  2.44558  0.85064
H  -0.04156  1.44681  2.35369
H  2.88221  -0.22201  -0.48182

Computed properties:
- E_tot (eV) = -13064.6709
- frontier orbital gap (alpha / beta) (eV) = 7.6 / 7.3
- energy above the lowest of the compared OMol25 structures with the same formula, charge and spin (kJ/mol) = 370.5

Atom charges from the Löwdin analysis, given in e for atoms 1 to 2: number 1, C, carries -0.10; number 2, C, carries -0.08

---

Entry 8:
A single C5H8O2 molecule. Source: OMol25; level of theory: wB97M-V/def2-TZVPD.

Cartesian coordinates (Å):
C  -1.98596  -0.09364  -0.80192
C  -0.74654  0.40006  -0.12305
C  0.45953  -0.14977  -0.37790
O  0.83245  -0.49607  -1.64898
C  1.43048  -0.62737  0.68443
C  1.36832  0.59037  1.53817
O  0.43410  0.77278  2.28799
H  -1.78576  -1.06756  -1.25970
H  -2.71997  -0.26286  0.00111
H  -2.44819  0.57623  -1.52732
H  -0.89494  1.09652  0.68818
H  0.54750  0.25037  -2.19458
H  2.40394  -0.87213  0.25282
H  1.01618  -1.50932  1.19218
H  2.08884  1.39241  1.28858

Computed properties:
- E_tot (eV) = -9407.5651
- frontier orbital gap (eV) = 9.1
- SMILES = C/C=C(\O)CC=O
- energy above the lowest of the compared OMol25 structures with the same formula, charge and spin (kJ/mol) = 218.7

Atom charges from the Löwdin analysis, given in e for atoms 1 to 2: number 1, C, carries -0.09; number 2, C, carries -0.10